DFT (the ωB97M-V functional and the def2-TZVPD basis) results for C13H30N2O2Si in the gas phase at a distorted geometry.

```
48
Properties=species:S:1:pos:R:3:forces:R:3
O -2.82009 -1.08737 -2.22959 1.9 1.0 0.2
O -1.62274 -0.32100 0.03830 1.3 -0.1 -2.5
N 2.16159 1.41395 3.19776 0.9 -0.8 0.7
N 2.84307 0.64865 0.44953 0.3 1.9 0.3
C 3.14131 1.54693 4.29974 0.9 -0.2 -0.3
C -4.02932 -0.78492 -4.40045 2.1 -0.2 -1.1
C -3.57999 0.81143 0.85433 1.1 -1.2 -1.4
C -3.15676 -1.71186 -3.44416 -0.9 -0.2 -1.1
C -2.88046 -0.59990 0.57176 0.0 0.2 2.0
C 1.95218 0.01336 2.70228 -1.8 1.4 0.0
C 2.27702 2.46165 2.17537 -1.1 -0.4 -0.2
C 2.86966 -0.36991 1.59120 0.1 0.5 -1.7
C 3.16917 2.04348 0.99067 0.4 -1.4 0.2
C 1.57047 0.75595 -0.34050 0.0 -1.6 1.9
C 1.52055 -0.18767 -1.50478 0.3 -2.7 0.2
C -0.91868 -2.85186 -1.02042 -0.8 0.1 1.4
C 0.15119 -0.26718 -2.18519 -0.8 1.5 -0.5
Si -1.29625 -1.12219 -1.42314 -1.4 0.7 0.8
H 4.12148 1.97638 4.00101 -0.5 0.3 -0.3
H 2.70944 2.24532 5.05180 0.4 -0.9 0.0
H 3.55334 0.56050 4.69083 -1.4 1.0 0.0
H -3.45140 0.16987 -4.53141 -0.3 -0.9 -0.3
H -4.95323 -0.44566 -4.04734 -1.4 0.1 1.4
H -4.33880 -1.21342 -5.42031 1.1 0.2 1.4
H -2.84860 1.62225 1.13762 -0.5 -1.2 -0.5
H -4.32127 0.76836 1.61240 -0.8 -0.2 0.7
H -4.06003 1.03348 -0.10298 0.0 0.5 0.2
H -2.30936 -2.14193 -4.01270 0.1 0.7 0.2
H -3.68030 -2.60284 -3.14693 -0.8 -0.5 -0.1
H -2.62249 -1.13674 1.51454 -0.8 0.4 -0.2
H -3.36264 -1.36444 -0.09298 -0.6 1.2 0.8
H 0.91370 0.02225 2.22792 0.9 -0.3 1.0
H 1.97558 -0.64428 3.59766 -0.1 0.3 -0.8
H 2.58548 3.41963 2.63972 0.1 -0.6 -0.2
H 1.22774 2.64913 1.82993 0.7 -0.1 -0.1
H 3.86929 -0.54826 1.95938 0.8 0.8 0.0
H 2.69714 -1.34888 1.15238 -0.8 -0.2 -0.1
H 4.22854 1.95633 1.29840 -0.4 0.3 0.1
H 3.10233 2.77828 0.17742 0.0 -0.3 0.1
H 1.32742 1.66677 -0.82492 0.7 1.8 0.2
H 0.77817 0.64498 0.41322 -0.5 -0.4 -0.8
H 1.79981 -1.22542 -1.14577 0.0 0.9 -0.5
H 2.27445 0.10527 -2.24932 -0.1 -0.1 0.3
H -1.43853 -3.07904 -0.06799 0.2 0.0 -0.4
H -1.22183 -3.56425 -1.74073 -0.1 -0.8 -0.8
H 0.12528 -2.90744 -0.81800 1.0 -0.3 0.1
H 0.21640 -0.56355 -3.24612 0.1 0.1 0.3
H -0.24902 0.77579 -2.17945 0.2 -0.3 -0.4
```
Forces are in eV/Å.

Values from the calculation:
energy relative to the best compared isomer or geometry (same formula, charge and spin): 36.37 kcal per mole
E_tot: -1062.8034 a.u.
structure (SMILES): CCO[Si](C)(CCCN1CCN(C)CC1)OCC
gap between HOMO and LUMO: 8.43 eV